1.
{"formula": "C22H29AuN3P2", "method": "wB97M-V/def2-TZVPD", "total_charge": 1, "e_lumo_ha": [-0.0970, -0.1641], "fmax_ha_per_bohr": 0.057, "relative_energy_kcal_mol": 49.0, "multiplicity": 3, "total_energy_ev": -50013.894, "gap_ha": [0.196, 0.203], "s2": 2.058, "symbols": ["C", "C", "C", "C", "C", "C", "C", "C", "C", "C", "C", "C", "C", "H", "H", "H", "H", "H", "H", "H", "N", "Au", "C", "H", "H", "C", "H", "H", "P", "P", "C", "H", "H", "H", "C", "H", "H", "H", "C", "H", "H", "H", "C", "H", "H", "H", "H", "H", "N", "C", "C", "C", "N", "H", "H", "H", "H"], "xyz": [[-1.612, 2.741, -2.799], [-1.287, 1.436, -2.430], [0.071, 1.012, -2.627], [1.009, 2.014, -2.210], [0.723, 3.341, -2.544], [-0.570, 3.677, -2.921], [2.067, 1.495, -1.348], [2.595, 0.263, -1.957], [1.615, -0.656, -2.459], [1.950, -2.032, -2.258], [3.281, -2.424, -2.369], [4.258, -1.417, -2.367], [3.949, -0.084, -2.122], [-2.659, 3.035, -2.871], [1.522, 4.087, -2.469], [-0.804, 4.678, -3.279], [2.806, 2.227, -0.967], [3.526, -3.481, -2.343], [5.293, -1.711, -2.550], [4.719, 0.686, -2.018], [0.416, -0.264, -2.944], [0.414, 1.017, 1.506], [-2.181, 0.557, -1.585], [-1.990, -0.522, -1.785], [-3.247, 0.804, -1.727], [0.848, -2.921, -1.739], [-0.140, -2.699, -2.202], [1.072, -3.998, -1.795], [-1.811, 0.799, 0.272], [0.618, -2.555, 0.077], [1.927, -3.288, 1.052], [1.732, -3.091, 2.116], [1.972, -4.374, 0.890], [2.886, -2.840, 0.788], [-1.009, -2.972, 0.670], [-1.089, -4.052, 0.814], [-1.188, -2.468, 1.637], [-1.773, -2.638, -0.035], [-2.318, 2.530, 0.576], [-3.286, 2.760, 0.112], [-2.373, 2.682, 1.662], [-1.533, 3.188, 0.173], [-3.228, -0.085, 1.023], [-3.217, 0.060, 2.117], [-4.170, 0.313, 0.623], [-3.168, -1.160, 0.815], [1.326, 1.133, -0.015], [0.762, -1.139, 0.178], [-0.547, -0.364, 4.393], [-1.169, 0.008, 5.538], [-1.375, 1.379, 5.464], [-0.856, 1.792, 4.227], [-0.348, 0.734, 3.568], [-0.257, -1.306, 4.141], [-1.452, -0.694, 6.319], [-1.858, 2.014, 6.188], [-0.839, 2.777, 3.796]], "lowdin_spin": [0.03, 0.12, 0.00, 0.09, 0.03, 0.14, 0.26, 0.08, -0.01, 0.08, 0.03, 0.10, 0.02, 0.00, 0.00, 0.01, 0.00, 0.00, 0.00, 0.00, 0.26, 0.29, 0.03, 0.00, 0.00, 0.01, 0.00, 0.00, 0.11, 0.02, 0.00, 0.00, 0.00, 0.00, 0.01, 0.00, 0.00, 0.00, 0.00, 0.00, 0.00, 0.00, 0.02, 0.00, 0.00, 0.00, 0.14, 0.02, 0.00, 0.00, 0.00, 0.01, 0.05, 0.00, 0.00, 0.00, 0.00]}

***

2.
{"formula": "C22H29B2IrN8S4", "method": "wB97M-V/def2-TZVPD", "e_lumo_ha": 0.0147, "fmax_ha_per_bohr": 0.008, "relative_energy_kcal_mol": 0.0, "total_energy_ev": -82745.086, "gap_ha": 0.283, "symbols": ["Ir", "C", "N", "C", "C", "N", "B", "N", "C", "C", "N", "C", "C", "S", "C", "S", "H", "H", "H", "H", "H", "H", "H", "H", "H", "H", "H", "H", "C", "N", "C", "C", "N", "B", "N", "C", "C", "N", "C", "C", "S", "C", "S", "H", "H", "H", "H", "H", "H", "H", "H", "H", "H", "H", "H", "C", "C", "C", "C", "C", "C", "H", "H", "H", "H", "H"], "xyz": [[0.041, -0.297, -0.163], [-0.412, 2.682, -3.239], [-0.975, 3.160, -1.991], [-2.089, 3.954, -1.870], [-2.303, 4.108, -0.543], [-1.332, 3.417, 0.139], [-1.282, 3.363, 1.715], [-2.145, 2.128, 2.161], [-3.498, 2.191, 2.395], [-3.940, 0.945, 2.686], [-2.840, 0.122, 2.632], [-2.844, -1.321, 2.771], [-1.754, 0.856, 2.303], [-0.162, 0.204, 2.155], [-0.532, 2.825, -0.758], [0.889, 1.866, -0.492], [-1.033, 3.051, -4.053], [-0.413, 1.594, -3.247], [0.608, 3.038, -3.362], [-2.614, 4.338, -2.726], [-3.054, 4.673, -0.021], [-1.869, 4.346, 2.099], [-0.157, 3.262, 2.099], [-4.029, 3.125, 2.354], [-4.919, 0.576, 2.934], [-3.863, -1.640, 2.979], [-2.188, -1.628, 3.581], [-2.497, -1.780, 1.846], [-4.741, -0.512, -2.606], [-3.837, -1.553, -2.166], [-3.928, -2.901, -2.462], [-2.886, -3.498, -1.851], [-2.156, -2.529, -1.187], [-0.885, -2.853, -0.366], [0.271, -3.324, -1.266], [0.892, -4.555, -1.262], [1.886, -4.524, -2.175], [1.873, -3.256, -2.732], [2.848, -2.704, -3.654], [0.887, -2.541, -2.165], [0.529, -0.895, -2.453], [-2.749, -1.337, -1.388], [-2.318, 0.207, -0.798], [-5.398, -0.922, -3.370], [-4.166, 0.316, -3.017], [-5.336, -0.140, -1.772], [-4.719, -3.298, -3.072], [-2.594, -4.533, -1.830], [-1.111, -3.700, 0.459], [-0.605, -1.867, 0.348], [0.578, -5.341, -0.599], [2.611, -5.263, -2.464], [3.599, -3.464, -3.857], [3.317, -1.834, -3.197], [2.368, -2.409, -4.585], [4.517, -2.048, 0.682], [3.423, -2.486, 1.414], [2.170, -1.923, 1.208], [1.954, -0.912, 0.262], [3.078, -0.477, -0.450], [4.336, -1.030, -0.245], [5.496, -2.485, 0.837], [3.542, -3.270, 2.153], [1.336, -2.278, 1.805], [2.972, 0.305, -1.193], [5.181, -0.659, -0.814]], "mulliken_charge": [1.55, -0.75, 0.50, -0.53, -0.30, 0.54, -0.29, 0.49, -0.33, -0.54, 0.47, -0.87, -0.41, -0.53, -0.56, -0.48, 0.31, 0.26, 0.31, 0.45, 0.46, -0.18, -0.03, 0.46, 0.44, 0.33, 0.31, 0.33, -0.85, 0.33, -0.58, -0.62, 1.09, -0.89, 0.49, -0.74, -0.38, 0.31, -0.77, -0.55, -0.59, -0.63, -0.23, 0.34, 0.31, 0.29, 0.45, 0.50, -0.16, -0.34, 0.54, 0.46, 0.34, 0.27, 0.27, -0.52, -0.73, -0.08, 0.37, -0.17, -0.74, 0.38, 0.39, 0.23, 0.40, 0.39]}

***

3.
{"formula": "C22H29BBrCl45FN3O", "method": "wB97M-V/def2-TZVPD", "e_lumo_ha": 0.0000, "fmax_ha_per_bohr": 0.043, "total_energy_ev": -666748.727, "gap_ha": 0.320, "symbols": ["N", "C", "N", "N", "C", "C", "C", "C", "B", "F", "C", "C", "O", "Br", "H", "H", "H", "H", "H", "H", "H", "H", "H", "H", "H", "H", "H", "H", "C", "Cl", "Cl", "Cl", "H", "C", "Cl", "Cl", "Cl", "H", "C", "Cl", "Cl", "Cl", "H", "C", "Cl", "Cl", "Cl", "H", "C", "Cl", "Cl", "Cl", "H", "C", "Cl", "Cl", "Cl", "H", "C", "Cl", "Cl", "Cl", "H", "C", "Cl", "Cl", "Cl", "H", "C", "Cl", "Cl", "Cl", "H", "C", "Cl", "Cl", "Cl", "H", "C", "Cl", "Cl", "Cl", "H", "C", "Cl", "Cl", "Cl", "H", "C", "Cl", "Cl", "Cl", "H", "C", "Cl", "Cl", "Cl", "H", "C", "Cl", "Cl", "Cl", "H"], "xyz": [[3.035, 7.515, 5.572], [3.181, 6.303, 5.242], [2.994, 5.311, 6.234], [3.549, 5.946, 3.905], [2.420, 5.638, 3.026], [1.788, 4.239, 3.236], [1.857, 3.436, 1.942], [1.452, 1.957, 2.146], [2.740, 1.075, 2.272], [3.280, 0.963, 3.476], [3.345, 0.363, 0.994], [4.458, -0.639, 1.187], [4.543, -1.631, 0.497], [5.834, -0.369, 2.531], [3.220, 8.093, 4.757], [3.640, 4.541, 6.147], [2.039, 4.999, 6.303], [4.244, 5.211, 3.882], [1.692, 6.434, 3.137], [2.781, 5.673, 2.002], [2.233, 3.695, 4.063], [0.725, 4.366, 3.437], [1.182, 3.848, 1.201], [2.871, 3.495, 1.535], [0.808, 1.838, 3.011], [0.879, 1.579, 1.299], [3.726, 1.152, 0.340], [2.584, -0.149, 0.416], [0.297, 5.053, -1.766], [1.148, 6.044, -0.579], [1.228, 4.934, -3.258], [-0.051, 3.443, -1.121], [-0.643, 5.538, -1.995], [7.448, 5.024, 4.668], [7.267, 5.348, 6.390], [6.320, 3.760, 4.155], [7.208, 6.493, 3.725], [8.453, 4.667, 4.491], [0.627, -2.802, 1.105], [0.396, -2.371, 2.798], [-0.381, -4.181, 0.670], [0.271, -1.418, 0.065], [1.664, -3.078, 0.961], [-2.488, 0.137, 3.577], [-1.034, 0.162, 4.582], [-3.911, 0.541, 4.532], [-2.310, 1.234, 2.200], [-2.621, -0.866, 3.196], [0.055, -5.307, -3.344], [0.112, -3.645, -2.744], [-0.894, -5.408, -4.824], [1.684, -5.930, -3.600], [-0.426, -5.916, -2.590], [-3.531, 4.843, -4.034], [-5.241, 5.215, -3.833], [-2.529, 6.145, -3.381], [-3.126, 3.308, -3.270], [-3.324, 4.761, -5.093], [-4.380, -7.848, -3.952], [-2.922, -7.848, -2.954], [-5.788, -7.393, -2.989], [-4.200, -6.769, -5.334], [-4.533, -8.852, -4.323], [-4.970, -3.503, -1.952], [-3.499, -3.507, -0.973], [-6.381, -3.085, -0.973], [-4.806, -2.394, -3.311], [-5.118, -4.501, -2.344], [-0.636, -5.124, -9.015], [-1.021, -5.258, -10.732], [-2.084, -5.339, -8.027], [0.603, -6.291, -8.560], [-0.251, -4.129, -8.833], [-4.515, -3.631, 3.924], [-2.819, -3.139, 3.857], [-5.398, -2.659, 5.099], [-5.256, -3.496, 2.330], [-4.555, -4.666, 4.236], [-1.566, -1.403, -5.271], [-2.645, -2.520, -6.104], [-0.305, -0.822, -6.364], [-2.467, -0.047, -4.588], [-1.090, -1.936, -4.459], [-7.245, -0.094, 1.955], [-5.573, 0.451, 1.865], [-8.146, 0.856, 3.140], [-8.025, -0.024, 0.373], [-7.243, -1.126, 2.284], [1.695, 1.503, 7.548], [3.036, 2.338, 8.331], [0.635, 2.652, 6.729], [2.289, 0.295, 6.407], [1.119, 0.996, 8.310], [-2.667, -1.928, -11.188], [-1.611, -1.639, -9.804], [-4.098, -0.902, -11.103], [-1.799, -1.668, -12.701], [-2.986, -2.961, -11.155], [6.397, -4.550, 1.010], [7.204, -3.576, 2.235], [7.372, -4.648, -0.457], [6.032, -6.166, 1.626], [5.464, -4.063, 0.761]], "mulliken_charge": [-0.65, 0.25, -0.38, -0.02, -1.06, 0.00, -0.22, 0.29, 0.20, -0.20, -0.11, 0.14, -0.50, -0.17, 0.31, 0.26, 0.19, -0.07, 0.33, 0.44, 0.40, 0.25, -0.44, 0.42, -0.02, -0.07, 0.41, 0.10, 0.44, -0.12, -0.12, -0.05, -0.16, -0.07, -0.11, -0.06, -0.10, 0.36, 0.10, -0.08, -0.11, -0.09, 0.15, 0.27, -0.06, -0.09, -0.07, -0.12, 0.00, -0.04, 0.07, -0.14, 0.14, 0.02, -0.12, -0.14, -0.06, 0.31, -0.10, -0.11, -0.13, -0.06, 0.38, 0.38, 0.01, -0.11, -0.09, -0.16, 0.10, -0.13, -0.04, -0.13, 0.17, -0.22, -0.02, -0.10, -0.03, 0.41, 0.70, -0.05, -0.15, -0.08, -0.41, 0.11, 0.00, -0.14, -0.13, 0.13, -0.11, -0.11, -0.11, -0.07, 0.39, 0.11, -0.05, -0.13, -0.12, 0.19, 0.42, -0.13, -0.14, -0.14, -0.03]}

***

4.
{"formula": "C22H29BrN5O7TcTe", "method": "wB97M-V/def2-TZVPD", "total_charge": 1, "e_lumo_ha": [-0.0847, -0.1746], "fmax_ha_per_bohr": 0.042, "relative_energy_kcal_mol": 20.5, "multiplicity": 4, "total_energy_ev": -124599.834, "gap_ha": [0.304, 0.218], "s2": 3.770, "symbols": ["Tc", "N", "C", "C", "C", "C", "N", "C", "N", "N", "C", "O", "O", "H", "H", "H", "H", "H", "H", "H", "H", "H", "H", "H", "H", "H", "H", "O", "C", "O", "C", "O", "O", "O", "C", "C", "C", "N", "C", "Br", "C", "H", "H", "H", "H", "C", "C", "C", "C", "C", "C", "Te", "C", "C", "C", "H", "H", "H", "H", "H", "H", "H", "H", "H", "H", "H"], "xyz": [[0.903, 0.076, -0.151], [0.397, 1.719, -1.699], [-0.426, 1.015, -2.683], [-0.459, 1.701, -4.045], [-1.080, 3.101, -4.016], [-2.547, 3.128, -3.551], [-2.711, 3.202, -2.109], [-2.693, 4.315, -1.379], [-2.976, 4.239, -0.090], [-2.371, 5.492, -1.939], [0.061, -0.484, -2.827], [-0.340, -1.133, -3.757], [0.844, -0.876, -1.891], [-0.087, 2.535, -1.331], [1.250, 2.039, -2.154], [-1.440, 0.910, -2.287], [-1.013, 1.054, -4.725], [0.562, 1.778, -4.427], [-1.035, 3.503, -5.029], [-0.486, 3.757, -3.375], [-3.050, 2.225, -3.895], [-3.056, 3.979, -4.011], [-2.968, 2.360, -1.596], [-3.009, 3.307, 0.348], [-2.821, 5.022, 0.524], [-2.301, 5.567, -2.940], [-2.525, 6.341, -1.423], [-0.949, 3.072, 1.638], [-0.616, 1.974, 1.241], [0.525, 1.407, 1.294], [-1.649, 1.098, 0.414], [-2.769, 1.554, 0.189], [-1.147, 0.036, -0.018], [7.102, 0.422, 0.570], [5.786, 0.457, 0.405], [4.860, 0.563, 1.450], [3.518, 0.529, 1.165], [3.007, 0.416, -0.078], [3.905, 0.432, -1.074], [3.303, 0.498, -2.858], [5.271, 0.423, -0.891], [7.361, 0.454, 1.502], [5.197, 0.673, 2.469], [2.796, 0.591, 1.968], [5.942, 0.401, -1.734], [-2.665, -5.486, 4.476], [-1.692, -4.752, 3.616], [-0.910, -5.423, 2.682], [-0.004, -4.759, 1.876], [0.819, -5.535, 0.895], [0.116, -3.357, 2.000], [1.490, -2.419, 0.687], [-0.647, -2.664, 2.952], [-0.562, -1.184, 3.162], [-1.541, -3.375, 3.735], [-2.612, -6.555, 4.293], [-3.680, -5.143, 4.274], [-2.459, -5.294, 5.528], [-1.022, -6.493, 2.585], [0.542, -6.585, 0.888], [1.877, -5.454, 1.148], [0.683, -5.139, -0.113], [0.358, -0.765, 2.755], [-0.611, -0.949, 4.224], [-1.409, -0.694, 2.679], [-2.134, -2.842, 4.465]], "lowdin_spin": [1.79, 0.00, 0.00, 0.00, 0.00, 0.00, 0.00, 0.00, 0.00, 0.00, 0.01, 0.02, 0.12, 0.00, 0.00, 0.00, 0.00, 0.00, 0.00, 0.00, 0.00, 0.00, 0.00, 0.00, 0.00, 0.00, 0.00, 0.02, 0.01, 0.09, 0.00, 0.00, 0.02, 0.00, 0.00, 0.01, 0.02, 0.01, 0.00, 0.00, 0.00, 0.00, 0.00, 0.00, 0.00, 0.01, 0.04, 0.00, 0.03, 0.01, 0.06, 0.64, 0.03, 0.01, -0.01, 0.00, 0.00, 0.00, 0.00, 0.00, 0.00, 0.01, 0.01, 0.00, 0.00, 0.00]}